Formula: C53H54GeN9O5STi
Source: the OMol25 dataset
Level of theory: ωB97M-V/def2-TZVPD

Computed properties:
E_HOMO (alpha / beta): -6.9 / -6.9 eV
LUMO level (alpha / beta): -2.2 / -2.2 eV
Energy relative to the best compared isomer or geometry (same formula, charge and spin): 47.2 kcal/mol

ORCA input file:
```
! RIJCOSX wB97M-V def2-TZVPD def2/J DEFGRID3
* xyz 1 1
Ti -0.985 0.705 1.546
N 1.901 3.701 2.927
C 0.951 3.177 2.128
N 0.012 2.390 2.548
C -0.021 2.055 3.908
N -1.016 1.327 4.343
N -1.782 0.882 3.335
C -2.974 0.335 3.531
C -3.641 -0.075 2.359
C -4.935 -0.639 2.339
C -5.511 -0.978 1.148
C -4.783 -0.772 -0.046
C -3.526 -0.228 0.039
N -2.949 0.146 1.189
C 1.051 2.465 4.796
C 1.173 2.015 6.107
C 2.251 2.413 6.880
C 3.211 3.267 6.350
C 3.106 3.718 5.045
C 2.034 3.310 4.266
H 2.635 4.256 2.518
H 0.973 3.450 1.081
H -3.391 0.217 4.524
H -5.450 -0.798 3.277
H -6.505 -1.403 1.115
H -5.192 -1.081 -0.999
H -2.934 -0.073 -0.858
H 0.412 1.352 6.495
H 2.340 2.063 7.899
H 4.050 3.580 6.957
H 3.862 4.373 4.627
N -2.584 3.075 1.517
C -2.830 3.281 0.092
C -2.757 4.781 -0.290
C -2.898 5.270 -1.751
C -4.314 5.192 -2.379
N -4.900 3.894 -2.708
C -4.474 3.075 -3.666
N -5.050 1.867 -3.775
N -3.766 3.551 -4.698
C -1.847 2.377 -0.713
O -1.924 2.348 -1.942
O -1.034 1.670 -0.045
H -3.382 3.367 2.069
H -1.785 3.616 1.819
H -3.840 2.911 -0.101
H -1.784 5.122 0.077
H -3.515 5.310 0.296
H -2.156 4.769 -2.370
H -2.657 6.336 -1.741
H -4.325 5.785 -3.297
H -5.010 5.665 -1.688
H -5.507 3.491 -2.015
H -5.483 1.465 -2.956
H -4.635 1.204 -4.409
H -3.225 4.384 -4.544
H -3.327 2.877 -5.305
O -2.157 -2.572 1.952
C -1.114 -2.124 1.530
O -0.554 -1.017 1.997
C -0.367 -2.788 0.384
C -0.367 -1.850 -0.826
Ge 0.462 -2.617 -2.453
C 0.995 -1.142 -3.646
C 1.686 -0.036 -3.154
C 2.150 0.949 -4.015
C 1.920 0.845 -5.380
C 1.213 -0.240 -5.880
C 0.759 -1.228 -5.017
C -0.846 -3.748 -3.405
C -0.559 -5.074 -3.720
C -1.492 -5.868 -4.374
C -2.722 -5.340 -4.734
C -3.013 -4.014 -4.449
C -2.081 -3.229 -3.788
C 2.030 -3.736 -2.046
C 1.870 -4.933 -1.347
C 2.949 -5.772 -1.116
C 4.212 -5.419 -1.573
C 4.388 -4.226 -2.260
C 3.302 -3.394 -2.500
H -0.874 -3.726 0.157
H 0.657 -2.997 0.697
H 0.154 -0.924 -0.577
H -1.399 -1.604 -1.089
H 1.861 0.058 -2.087
H 2.699 1.797 -3.624
H 2.301 1.602 -6.054
H 1.024 -0.322 -6.943
H 0.218 -2.083 -5.409
H 0.405 -5.490 -3.456
H -1.256 -6.900 -4.598
H -3.450 -5.957 -5.245
H -3.969 -3.596 -4.740
H -2.312 -2.190 -3.566
H 0.886 -5.221 -0.992
H 2.806 -6.702 -0.580
H 5.054 -6.077 -1.403
H 5.372 -3.946 -2.615
H 3.440 -2.475 -3.059
O 1.306 0.482 0.987
S 1.793 0.143 2.371
C 3.469 0.826 2.422
C 3.956 1.504 1.318
C 5.206 2.103 1.381
C 5.954 2.020 2.548
C 5.460 1.329 3.646
C 4.211 0.731 3.590
C 2.355 -1.560 2.395
C 3.043 -2.111 1.328
C 3.473 -3.424 1.415
C 3.201 -4.171 2.555
C 2.508 -3.607 3.617
C 2.082 -2.289 3.542
H 3.342 1.554 0.426
H 5.601 2.628 0.521
H 6.928 2.490 2.600
H 6.051 1.257 4.550
H 3.815 0.196 4.446
H 3.234 -1.519 0.439
H 4.017 -3.864 0.590
H 3.531 -5.200 2.610
H 2.297 -4.193 4.502
H 1.529 -1.831 4.354
*
```


Formula: C53H55BaIN10O5S2
Source: the OMol25 dataset
Level of theory: ωB97M-V/def2-TZVPD

Computed properties:
E_HOMO: -2.1 eV
LUMO level: 3.8 eV
Energy relative to the best compared isomer or geometry (same formula, charge and spin): 24.6 kcal/mol

ORCA input file:
```
! RIJCOSX wB97M-V def2-TZVPD def2/J DEFGRID3
* xyz -2 1
Ba 1.397 -0.485 0.061
C 1.986 -5.094 1.233
C 1.269 -5.069 -0.083
N 0.915 -6.223 -0.633
C 0.276 -6.207 -1.799
C -0.048 -5.051 -2.500
C -0.737 -5.193 -3.830
O -2.120 -5.506 -3.723
C 0.316 -3.828 -1.938
C 0.295 -2.499 -2.614
N -0.629 -1.670 -2.879
C -1.992 -1.885 -2.585
C -2.785 -2.442 -3.592
C -4.144 -2.650 -3.387
C -4.712 -2.282 -2.178
C -3.913 -1.670 -1.217
C -2.551 -1.420 -1.385
I -1.776 0.279 0.179
C 0.982 -3.819 -0.691
O 1.290 -2.692 -0.128
H 2.549 -6.022 1.328
H 1.276 -5.036 2.063
H 2.647 -4.233 1.328
H 0.005 -7.174 -2.215
H -0.302 -6.038 -4.372
H -0.581 -4.293 -4.438
H -2.550 -4.771 -3.268
H 1.300 -2.168 -2.884
H -2.330 -2.710 -4.538
H -4.745 -3.096 -4.171
H -5.768 -2.452 -1.994
H -4.384 -1.351 -0.288
C -1.841 -3.371 1.916
C -0.952 -3.323 3.118
C -1.188 -4.250 4.165
C -0.405 -4.207 5.272
C 0.629 -3.248 5.365
C 1.454 -3.178 6.508
C 2.433 -2.226 6.559
C 2.622 -1.338 5.499
C 1.853 -1.355 4.342
S 2.179 -0.180 3.117
C 0.804 -2.355 4.273
N -0.001 -2.419 3.176
H -2.129 -4.397 1.678
H -1.344 -2.934 1.059
H -2.753 -2.796 2.093
H -1.987 -4.974 4.062
H -0.555 -4.898 6.096
H 1.292 -3.876 7.322
H 3.079 -2.153 7.428
H 3.405 -0.593 5.562
N 2.044 2.005 -8.084
C 2.393 1.551 -6.802
C 3.656 1.818 -6.276
C 4.001 1.352 -5.017
C 3.095 0.604 -4.288
C 1.835 0.328 -4.801
C 1.489 0.798 -6.054
S 3.463 0.065 -2.637
O 3.337 -1.374 -2.601
O 4.739 0.624 -2.254
N 2.242 0.625 -1.769
C 2.317 1.903 -1.306
N 2.925 2.853 -2.039
C 3.042 4.047 -1.484
C 2.563 4.348 -0.219
C 1.870 3.329 0.419
N 1.720 2.131 -0.120
H 2.519 2.853 -8.353
H 1.048 2.094 -8.217
H 4.362 2.406 -6.851
H 4.963 1.580 -4.579
H 1.102 -0.212 -4.209
H 0.498 0.597 -6.446
H 3.538 4.805 -2.086
H 2.689 5.322 0.230
H 1.391 3.474 1.382
C -7.467 2.859 -2.805
C -6.627 3.893 -2.065
N -5.221 3.520 -1.980
C -4.742 3.043 -0.687
C -5.428 1.764 -0.236
C -4.462 3.768 -3.074
O -4.937 4.306 -4.074
C -3.008 3.397 -3.065
C -2.059 4.399 -3.238
C -0.725 4.049 -3.331
C -0.391 2.701 -3.279
N -1.286 1.738 -3.117
C -2.564 2.078 -3.001
H -8.518 3.155 -2.809
H -7.384 1.880 -2.336
H -7.126 2.778 -3.836
H -6.988 4.026 -1.043
H -6.695 4.854 -2.580
H -4.920 3.838 0.049
H -3.667 2.895 -0.731
H -6.485 1.928 -0.018
H -4.942 1.392 0.664
H -5.342 0.989 -0.998
H -2.376 5.433 -3.305
H 0.049 4.796 -3.447
H 0.644 2.386 -3.365
H -3.262 1.259 -2.846
C -2.013 0.002 5.880
N -2.410 0.912 4.823
C -3.772 0.663 4.406
C -1.501 0.835 3.679
C -1.428 2.117 2.888
C -1.383 3.337 3.560
C -1.271 4.531 2.867
C -1.203 4.515 1.480
C -1.252 3.299 0.813
C -1.365 2.088 1.495
H -2.687 0.117 6.734
H -0.997 0.228 6.205
H -2.037 -1.055 5.565
H -4.461 0.831 5.238
H -3.913 -0.369 4.039
H -4.037 1.346 3.596
H -1.785 0.016 3.004
H -0.496 0.579 4.028
H -1.454 3.335 4.641
H -1.239 5.472 3.406
H -1.109 5.441 0.922
H -1.189 3.289 -0.273
*
```